No. 1
Here is a structure of composition C37H27Cl2IN5O3Pt from the OMol25 dataset. Energies are from ωB97M-V/def2-TZVPD.

Properties
- orbital gap (eV) = 4.3
- E_tot (eV) = -88767.3651
- LUMO level (Eh) = -0.43651
- total charge = +3
- ΔE to the lowest compared entry with this formula, charge and spin (kcal per mole) = 31.2

Structure (XYZ):
```
76
Properties=species:S:1:pos:R:3:lowdin_charge:R:1
Pt 0.3665 -1.1330 0.1529 1.38
C 3.0193 -0.9228 3.6688 -0.01
O 2.2608 0.3273 3.5441 0.09
C 1.4600 0.1723 2.5267 -0.32
N 1.5773 -0.8976 1.8239 -0.01
C 2.7453 -1.6766 2.3488 -0.19
C 2.5316 -3.1702 2.5135 -0.21
C 1.9456 -3.9395 1.5103 -0.08
C 1.8136 -5.3117 1.6539 -0.05
C 2.2928 -5.9425 2.7932 -0.04
C 2.9133 -5.1931 3.7790 -0.04
C 3.0335 -3.8168 3.6398 -0.02
C 0.4900 1.2189 2.1722 -0.17
C 0.2690 2.3235 2.9704 0.07
C -0.6496 3.2698 2.5275 0.04
C -1.2743 3.0589 1.3093 0.07
C -0.9797 1.9129 0.5737 -0.14
N -0.1147 0.9984 1.0025 0.10
C -1.6283 1.6979 -0.7412 -0.34
N -1.4504 0.6702 -1.4734 0.14
C -2.2998 0.8764 -2.6797 -0.22
C -2.9911 2.2384 -2.4130 -0.01
O -2.4374 2.6685 -1.1368 0.04
C -1.5125 0.8615 -3.9674 -0.20
C -2.0477 0.2608 -5.1044 -0.04
C -1.3938 0.3566 -6.3249 -0.05
C -0.1878 1.0390 -6.4136 -0.07
C 0.3585 1.6333 -5.2792 -0.07
C -0.3036 1.5491 -4.0645 -0.04
H 4.0592 -0.6569 3.8229 0.15
H 2.6227 -1.4361 4.5420 0.14
H 3.5734 -1.5124 1.6510 0.16
H 1.5957 -3.4799 0.5947 0.07
H 1.3493 -5.8930 0.8681 0.12
H 2.1976 -7.0140 2.9036 0.12
H 3.3121 -5.6765 4.6604 0.12
H 3.5423 -3.2686 4.4230 0.12
H 0.8036 2.4304 3.9043 0.14
H -0.8659 4.1513 3.1155 0.14
H -1.9864 3.7650 0.9065 0.14
H -3.0470 0.0833 -2.7199 0.15
H -2.7609 3.0004 -3.1525 0.14
H -4.0674 2.1560 -2.2834 0.14
H -3.0062 -0.2436 -5.0474 0.12
H -1.8378 -0.0796 -7.2104 0.13
H 0.3093 1.1395 -7.3702 0.12
H 1.2782 2.2014 -5.3566 0.12
H 0.1047 2.0514 -3.1930 0.12
Cl -1.6685 -3.0578 -3.9490 0.94
C -0.2212 -2.2231 -3.8439 -0.53
C 0.5691 -2.0056 -4.9588 -0.07
C 1.7728 -1.3105 -4.8523 -0.53
Cl 2.7291 -1.1451 -6.2215 0.95
C 2.2419 -0.7756 -3.5904 -0.14
C 3.4168 -0.0451 -3.4151 0.06
C 3.7286 0.4139 -2.1438 0.04
C 2.8885 0.1151 -1.0843 -0.04
N 1.7821 -0.6196 -1.2326 -0.02
C 1.4545 -1.0237 -2.4685 -0.16
C 0.2268 -1.7466 -2.5533 -0.31
O -0.4135 -1.9602 -1.4797 -0.10
H 0.2562 -2.3836 -5.9225 0.14
H 4.0656 0.1703 -4.2541 0.13
H 4.6206 0.9971 -1.9644 0.14
H 3.1079 0.4577 -0.0810 0.13
I -5.4020 -1.6463 0.6935 1.01
C -3.5345 -2.0311 1.5023 -0.70
C -3.3766 -2.6952 2.7147 -0.07
C -2.0954 -2.9152 3.1949 0.00
C -1.0090 -2.4720 2.4694 -0.08
N -1.1692 -1.8275 1.3025 -0.11
C -2.4071 -1.6144 0.8229 -0.19
H -4.2381 -3.0391 3.2719 0.12
H -1.9324 -3.4377 4.1269 0.13
H 0.0030 -2.6559 2.7950 0.10
H -2.4738 -1.0824 -0.1172 0.07
```


No. 2
Here is the ion C4H8N2 with charge +2 at a distorted geometry from the OMol25 dataset. Energies are from ωB97M-V/def2-TZVPD.

Properties
- orbital gap (eV) = 9.0
- E_tot (eV) = -7234.2563
- LUMO level (Eh) = -0.45214
- total charge = +2
- ΔE to the lowest compared entry with this formula, charge and spin (kcal per mole) = 75.6

Structure (XYZ):
```
14
Properties=species:S:1:pos:R:3:nbo_charge:R:1
C 1.6741 -1.1714 0.3791 0.58
C 0.4773 0.3237 -0.3651 0.65
C -0.1423 1.3412 -1.1415 -0.74
C -1.2350 -0.9715 1.0089 -0.44
N 1.8796 -0.1829 -0.3639 -0.48
N 0.0035 -0.6233 0.4597 -0.23
H 2.1497 -2.1364 0.5352 0.32
H -0.2671 1.0949 -2.1120 0.33
H 0.5445 2.1294 -1.2412 0.31
H -1.1044 1.6095 -0.6408 0.32
H -1.1606 -0.8770 2.0763 0.28
H -1.4589 -1.9730 0.8888 0.28
H -1.9475 -0.2267 0.6142 0.28
H 2.8157 0.2653 -0.5194 0.52
```


No. 3
Here is a cluster of 2 separate species, C4H8N2O in total at a distorted geometry from the OMol25 dataset. Energies are from ωB97M-V/def2-TZVPD.

Properties
- orbital gap (eV) = 10.2
- E_tot (eV) = -9299.2115
- LUMO level (Eh) = 0.02537
- ΔE to the lowest compared entry with this formula, charge and spin (kcal per mole) = 165.6

Structure (XYZ):
```
15
Properties=species:S:1:pos:R:3:nbo_charge:R:1
C 1.3499 -1.1353 -0.3545 -0.18
C 0.0051 -1.6026 0.2409 -0.23
C 1.1058 -0.6569 0.8247 -0.20
C -1.3650 -1.0778 -0.1961 -0.65
N -0.7063 2.9822 0.3876 0.22
N -0.0022 2.8145 1.4166 -0.46
O -1.6763 2.4366 -0.0490 -0.41
H -0.3488 4.0099 0.0724 0.33
H 1.9714 -0.9990 -1.2696 0.22
H -0.0424 -2.6031 0.6524 0.18
H 1.3494 -0.1943 1.6773 0.20
H -1.5166 -0.0115 -0.4359 0.23
H -1.9950 -1.2454 0.6900 0.20
H -1.8132 -1.6395 -0.9962 0.21
H -0.1760 1.9133 1.8182 0.32
```


No. 4
Here is a cluster of 3 separate species, C19H34FN2O12 in total at a distorted geometry from the OMol25 dataset. Energies are from ωB97M-V/def2-TZVPD.

Properties
- orbital gap (eV) = 7.5
- E_tot (eV) = -50514.6450
- LUMO level (Eh) = -0.15807
- total charge = +1

Structure (XYZ):
```
68
Properties=species:S:1:pos:R:3:nbo_charge:R:1
C -1.7369 3.3803 2.4441 -0.66
C -1.5991 2.9315 0.9973 -0.07
O -0.6337 1.8914 0.7750 -0.53
C -0.6534 0.8699 1.6665 0.81
O 0.1832 0.8013 2.5294 -0.53
C -1.6835 -0.2279 1.5180 -0.54
C -2.5263 -0.4339 2.7779 -0.44
C -3.8075 0.4016 2.8709 -0.23
N -5.0679 -0.4211 2.7399 -0.45
C -6.2981 0.3213 3.2603 0.11
O -7.0435 0.7515 2.1764 -0.56
C -7.2942 2.1568 2.1526 0.80
C -6.5021 2.9312 1.1571 -0.74
O -8.0890 2.6039 2.9074 -0.46
C -5.3572 -0.9792 1.3618 0.85
O -5.9934 -1.9674 1.3025 -0.40
N -4.7310 -0.2777 0.2950 -0.77
C -5.5716 0.3617 -0.6698 0.97
O -5.1381 1.0210 -1.5383 -0.48
F -6.8597 0.1363 -0.4897 -0.29
H -2.5646 2.9173 2.9790 0.18
H -1.9363 4.4504 2.4501 0.24
H -0.8217 3.2242 3.0078 0.25
H -2.5591 2.6604 0.5443 0.16
H -1.2311 3.7747 0.4206 0.22
H -2.2724 -0.0605 0.6212 0.22
H -1.1065 -1.1353 1.3438 0.27
H -2.7521 -1.4956 2.8945 0.22
H -1.8949 -0.1799 3.6279 0.27
H -3.8268 1.2029 2.1396 0.24
H -3.8630 0.8584 3.8560 0.23
H -4.9492 -1.2468 3.3315 0.46
H -5.9795 1.1512 3.8868 0.21
H -6.8680 -0.3739 3.8733 0.22
H -5.4446 2.6692 1.2078 0.22
H -6.6129 3.9807 1.4021 0.27
H -6.8467 2.7414 0.1426 0.27
H -4.1992 -0.9738 -0.2306 0.45
C 2.0997 0.5557 -0.4162 -0.64
C 2.2965 0.6273 -1.9127 -0.07
O 2.8058 -0.6083 -2.4393 -0.50
C 1.9109 -1.5841 -2.5750 0.99
O 0.7359 -1.5168 -2.3123 -0.67
O 2.5406 -2.6491 -3.0609 -0.49
C 1.7261 -3.8142 -3.2212 -0.25
H 3.0205 0.2459 0.0787 0.22
H 1.8000 1.5263 -0.0259 0.23
H 1.3267 -0.1712 -0.1664 0.20
H 3.0431 1.3771 -2.1657 0.20
H 1.3721 0.8911 -2.4256 0.19
H 0.8378 -3.5892 -3.8062 0.20
H 1.4434 -4.2115 -2.2479 0.19
H 2.3384 -4.5398 -3.7468 0.20
C 10.3587 -2.2929 -1.9261 -0.64
C 9.6417 -1.0286 -1.5060 -0.07
O 8.7277 -0.5723 -2.5155 -0.49
C 7.5662 -1.2209 -2.5702 0.98
O 7.2146 -2.1100 -1.8384 -0.65
O 6.8502 -0.7033 -3.5653 -0.50
C 5.5849 -1.3432 -3.7780 -0.26
H 10.8480 -2.1490 -2.8898 0.21
H 11.1133 -2.5605 -1.1868 0.22
H 9.6610 -3.1234 -2.0231 0.22
H 10.3501 -0.2126 -1.3795 0.19
H 9.1113 -1.1634 -0.5640 0.19
H 5.0169 -1.3937 -2.8607 0.21
H 5.7369 -2.3444 -4.1795 0.19
H 5.0528 -0.7385 -4.5062 0.19
```


No. 5
Here is a structure of composition C26H39Cl2LuN8O2 from the OMol25 dataset. Energies are from ωB97M-V/def2-TZVPD.

Properties
- orbital gap (eV) = 7.3
- E_tot (eV) = -102280.8794
- LUMO level (Eh) = 0.00128
- ΔE to the lowest compared entry with this formula, charge and spin (kcal per mole) = 0.0

Structure (XYZ):
```
78
Properties=species:S:1:pos:R:3:lowdin_charge:R:1
Lu -0.4176 -0.4308 0.7634 1.67
N 1.0037 1.4746 1.6329 -0.04
C 0.3779 2.6992 2.1243 -0.23
C -0.9125 2.3833 2.8759 -0.17
N -1.8007 1.4185 2.2021 -0.21
C -2.7009 2.0809 1.2433 -0.20
C -2.0023 2.5975 -0.0114 -0.21
N -1.0975 1.5872 -0.5879 -0.02
C -2.6061 0.7094 3.2171 -0.19
C -1.8167 -0.4063 3.8867 -0.23
N -1.5557 -1.4562 2.9024 -0.05
H 1.5487 1.0076 2.3520 0.08
H 1.6454 1.7212 0.8780 0.05
H 0.2061 3.3424 1.2642 0.08
H 1.0350 3.2635 2.7997 0.12
H -1.4596 3.3147 3.0907 0.13
H -0.6412 1.9586 3.8443 0.11
H -3.2379 2.9141 1.7257 0.13
H -3.4488 1.3479 0.9505 0.09
H -1.4301 3.4968 0.2068 0.10
H -2.7716 2.9009 -0.7287 0.12
H -0.2253 2.0106 -0.8899 0.05
H -1.5081 1.1420 -1.4044 0.07
H -3.4585 0.2580 2.7029 0.12
H -3.0122 1.4181 3.9536 0.13
H -2.3572 -0.7709 4.7677 0.12
H -0.8490 -0.0465 4.2457 0.11
H -2.4023 -1.9923 2.7388 0.08
H -0.8519 -2.0989 3.2624 0.04
C 0.5023 -1.4276 -2.8811 -0.02
C 1.3318 -1.6259 -1.6082 -0.72
C 0.9525 -2.9402 -0.9207 -0.03
C 2.8203 -1.6475 -1.9775 -0.03
O 1.0775 -0.5500 -0.7235 -0.43
H 0.6143 -2.2625 -3.5725 0.09
H 0.8181 -0.5196 -3.3949 0.08
H -0.5561 -1.3371 -2.6423 0.05
H 1.0027 -3.7799 -1.6160 0.10
H -0.0861 -2.9070 -0.5667 0.05
H 1.6111 -3.1485 -0.0768 0.08
H 3.0251 -2.4089 -2.7300 0.09
H 3.4463 -1.8650 -1.1136 0.07
H 3.1199 -0.6828 -2.3884 0.07
N 3.1163 -1.0782 1.4495 0.19
C 2.2118 -1.6518 2.2880 -0.50
O 0.9934 -1.2918 2.1702 -0.24
C 2.5768 -2.5700 3.2823 -0.21
C 1.5511 -3.0206 4.1264 -0.23
N 0.6422 -3.3254 4.7699 0.13
C 3.9131 -2.9849 3.4234 -0.24
N 5.0181 -3.3147 3.4602 0.13
H 4.0546 -1.4465 1.4325 0.10
H 2.7127 -0.7387 0.5759 0.07
Cl -2.8849 -3.2845 -5.7129 0.63
C -2.8579 -2.7023 -4.0704 -0.69
C -3.1797 -1.3828 -3.8016 -0.12
C -3.1402 -0.9308 -2.4945 -0.09
C -2.7664 -1.7586 -1.4250 -0.37
C -2.6210 -1.2195 -0.0671 -0.24
C -2.4899 -3.0965 -1.7396 -0.08
C -2.5281 -3.5668 -3.0382 -0.11
H -3.4641 -0.7220 -4.6080 0.10
H -3.4181 0.0991 -2.2945 0.10
H -2.9891 -1.9289 0.6828 0.02
H -3.2582 -0.3300 0.0055 0.01
H -2.2289 -3.7861 -0.9455 0.11
H -2.3037 -4.6015 -3.2544 0.10
Cl 3.6467 6.4298 -2.0822 0.68
C 3.0973 4.7881 -2.0693 -0.65
C 3.2897 3.9671 -3.1699 -0.08
C 2.8293 2.6636 -3.0874 -0.04
C 2.2053 2.2407 -1.9225 -0.13
N 2.0098 3.0419 -0.8759 0.05
C 2.4538 4.2892 -0.9471 -0.16
H 3.7838 4.3437 -4.0535 0.11
H 2.9595 1.9759 -3.9093 0.11
H 1.8360 1.2243 -1.8079 0.07
H 2.2962 4.9272 -0.0862 0.11
```


No. 6
Here is a cluster of 2 separate species, C6H10N2O in total from the OMol25 dataset. Energies are from ωB97M-V/def2-TZVPD.

Properties
- orbital gap (spin up / spin down) (eV) = 7.4 / 7.4
- E_tot (eV) = -11407.9873
- LUMO level (spin up / spin down) (Eh) = -0.00750 / -0.00755
- ΔE to the lowest compared entry with this formula, charge and spin (kcal per mole) = 94.6

Structure (XYZ):
```
19
Properties=species:S:1:pos:R:3:nbo_charge:R:1
C 0.2671 1.4183 1.3653 -0.56
C -1.4387 0.2635 -0.5841 -0.42
C -1.3565 -0.9436 -1.3883 -0.65
C -0.3238 -0.0211 1.3074 0.64
C 1.2638 0.9233 0.3213 0.47
C 1.1513 -1.5668 -0.0921 -0.17
N 0.8053 -0.4256 0.4503 -0.39
N 2.2230 1.3021 -0.3932 -0.64
O -0.9692 -0.7169 2.0595 -0.64
H 2.3946 2.3000 -0.2899 0.36
H 0.7485 1.6392 2.3223 0.23
H -0.3959 2.2328 1.0841 0.23
H -1.0709 1.1838 -1.0242 0.19
H -2.2711 0.3825 0.0956 0.22
H 0.7967 -2.4720 0.3795 0.23
H 1.9590 -1.5701 -0.8099 0.23
H -0.3677 -1.4945 -1.1608 0.21
H -2.1395 -1.6718 -1.1807 0.23
H -1.2757 -0.7629 -2.4620 0.23
```


No. 7
Here is a cluster of 2 separate species, C8H16O5 in total at a distorted geometry from the OMol25 dataset. Energies are from ωB97M-V/def2-TZVPD.

Properties
- orbital gap (spin up / spin down) (eV) = 4.8 / 4.7
- E_tot (eV) = -18788.1852
- expectation value of S² = 0.75
- LUMO level (spin up / spin down) (Eh) = 0.09767 / 0.09494
- total charge = -1
- ΔE to the lowest compared entry with this formula, charge and spin (kcal per mole) = 32.4
- 2S+1 = 2

Structure (XYZ):
```
29
Properties=species:S:1:pos:R:3:nbo_charge:R:1
C -0.1638 0.5818 3.2656 -0.11
O -0.9695 -0.4402 2.8867 -0.48
C -0.5942 -1.7156 3.3290 -0.17
C -1.3570 -2.8047 2.6356 0.41
O -2.0751 -2.6334 1.6745 -0.48
H 0.7562 0.3570 3.8146 0.15
H -0.5808 1.5686 3.0593 0.19
H -0.7691 -1.8306 4.4154 0.19
H 0.4820 -1.9179 3.1593 0.20
H -1.0856 -3.8185 3.0190 0.10
H 1.2336 0.6281 1.2743 0.15
C 1.9523 0.7113 0.3480 -0.26
O 2.1945 -0.5223 -0.2705 -0.55
C 1.0879 -1.1115 -0.9149 -0.08
C 0.6620 -0.4190 -2.1967 -0.08
O -0.2083 0.6455 -1.9211 -0.54
C -0.5543 1.4033 -3.0610 -0.09
C -1.5884 2.4729 -2.7093 -0.03
O -1.1585 3.4636 -1.8866 -0.95
H 1.5161 1.4505 -0.3405 0.22
H 2.9124 1.0975 0.7093 0.17
H 0.2236 -1.1674 -0.2266 0.18
H 1.3927 -2.1385 -1.1560 0.17
H 1.5612 -0.0605 -2.7334 0.16
H 0.1603 -1.1561 -2.8529 0.15
H -0.9635 0.7288 -3.8405 0.12
H 0.3553 1.8842 -3.4743 0.14
H -1.9514 2.8405 -3.7070 0.06
H -2.4707 1.9030 -2.2993 0.08
```


No. 8
Here is the molecule C4H4N2O2 at a distorted geometry from the OMol25 dataset. Energies are from ωB97M-V/def2-TZVPD.

Properties
- orbital gap (eV) = 9.2
- E_tot (eV) = -11286.8303
- LUMO level (Eh) = -0.04712
- ΔE to the lowest compared entry with this formula, charge and spin (kcal per mole) = 39.4

Structure (XYZ):
```
12
Properties=species:S:1:pos:R:3:nbo_charge:R:1
C -0.6363 -1.0230 -1.1087 -0.45
C -0.2527 1.1273 -0.0766 0.62
C 0.5293 1.4465 1.2826 0.08
C 1.0215 -0.6658 0.8054 0.78
H 0.0240 -1.6336 -1.7927 0.22
H -1.4997 -1.7638 -0.7051 0.22
H -1.2395 -0.2631 -1.7418 0.25
H 0.1879 2.4582 1.7873 0.23
N 0.1350 -0.2151 -0.1710 -0.51
N 1.1507 0.4352 1.7166 -0.43
O -1.0267 1.7826 -0.8251 -0.54
O 1.6066 -1.6854 0.8291 -0.48
```